[1]
Below is C11H11NO in the gas phase at a distorted geometry, with properties calculated with ωB97M-V/def2-TZVPD.

Its HOMO energy is -6.85 eV. As for the LUMO energy: 0.034 Ha. As for the spin multiplicity: 1.

XYZ file:
```
24
C11H11NO, DFT ωB97M-V/def2-TZVPD
C 2.18665 -1.91632 2.45464
O 1.12823 -1.34714 1.67774
C 1.00240 -0.48883 0.71359
C 2.01291 0.19257 0.01120
C 1.66099 1.11022 -1.03661
C 0.37712 1.33941 -1.40777
N 0.02368 2.31351 -2.25389
C -0.58973 0.65553 -0.63675
C -2.00022 1.07561 -0.89985
C -2.97266 0.22528 -0.56672
C -2.67281 -0.89200 0.34901
C -1.41213 -1.19654 0.70249
C -0.37087 -0.28258 0.30883
H 1.99088 -2.99892 2.62908
H 3.13244 -1.72887 1.96451
H 2.14853 -1.40671 3.48915
H 3.02069 0.07554 0.19597
H 2.42255 1.40496 -1.75021
H -0.82739 2.23426 -2.74741
H 0.68492 2.91167 -2.70439
H -2.14296 2.18041 -1.16107
H -3.99743 0.33477 -1.09109
H -3.49283 -1.49487 0.69883
H -1.31297 -2.30097 1.06072
```

[2]
Below is C2H6FP in the gas phase at a distorted geometry, with properties calculated with ωB97M-V/def2-TZVPD.

Its HOMO energy is -9.39 eV. As for the LUMO energy: 0.038 Ha. As for the spin multiplicity: 1.

XYZ file:
```
10
C2H6FP, DFT ωB97M-V/def2-TZVPD
C 0.64351 -0.55933 -0.08345
C -0.47985 -0.17425 -1.03215
F -0.01211 0.22125 -2.32336
P -1.30531 1.48637 -0.28471
H 1.32323 0.22450 0.33667
H 0.21854 -1.10179 0.82691
H 1.29257 -1.13887 -0.55917
H -1.40601 -0.80996 -1.13281
H -0.88207 1.17989 1.07124
H -0.24028 2.21335 -0.62313
```

[3]
Below is a molecular structure, C4H5NS3 at a distorted geometry, with properties calculated with ωB97M-V/def2-TZVPD.

Its HOMO energy is -9.09 eV. As for the LUMO energy: -0.026 Ha. As for the spin multiplicity: 1.

XYZ file:
```
13
C4H5NS3, DFT ωB97M-V/def2-TZVPD
C 1.71666 -2.31204 0.68047
C 0.36804 0.14224 0.58057
C -0.45502 1.31398 -0.34032
C -0.43087 1.02853 -1.81133
H 1.84740 -2.11823 1.91375
H 1.50434 -3.34850 0.50687
H 2.88821 -1.95108 0.31419
H -0.07851 2.48100 -0.14332
H -1.74761 -0.59952 -0.41419
N -0.37318 0.46232 -2.96649
S 0.45275 -1.35175 -0.28492
S 1.12598 0.52716 1.93027
S -2.14089 0.90357 -0.14962
```

[4]
Below is 6 unconnected molecules or ions with the total composition C33H57BrO13S at a distorted geometry, with properties calculated with ωB97M-V/def2-TZVPD.

Its HOMO energy is -9.00 eV. As for the LUMO energy: 0.007 Ha. As for the spin multiplicity: 1.

XYZ file:
```
105
C33H57BrO13S, DFT ωB97M-V/def2-TZVPD
C -3.37406 1.79834 1.43692
C -2.16281 0.80313 1.72765
C -2.28430 -0.60407 2.35947
C -0.98864 -1.47346 2.58695
C 0.45453 -0.97511 2.23955
C 0.56063 0.44434 1.63032
C 1.95705 1.15305 1.24788
C 2.25711 2.37347 2.24582
C 1.60958 3.78459 1.73800
C 1.68293 2.16298 3.74360
C 2.37763 0.95027 4.54719
S 4.20542 0.83131 4.25765
O 4.86605 1.62171 5.37207
O 4.58702 -0.61889 4.27243
O 4.58814 1.42388 2.72629
C 3.85667 2.64491 2.43804
Br 4.69470 3.55139 0.88690
C -0.72333 1.29877 1.38302
H -3.38494 2.12803 0.31963
H -4.40138 1.38363 1.72486
H -3.22863 2.74541 2.08411
H -3.30894 -1.02277 2.66471
H -1.04777 -2.52371 3.04928
H 1.39813 -1.59791 2.41328
H 2.82366 0.39125 1.17074
H 1.81133 1.53446 0.16511
H 2.24690 4.59922 2.25117
H 0.55816 3.86637 2.21222
H 1.59241 3.87646 0.60392
H 0.53697 2.12144 3.78963
H 1.97285 3.12839 4.31547
H 2.24046 1.19768 5.66772
H 1.91592 -0.07317 4.35338
H 3.93663 3.35582 3.34428
H -0.60943 2.34240 0.92229
C -5.74157 0.07477 -2.97613
C -5.76338 1.58932 -2.99889
O -4.69518 2.12991 -2.20509
C -3.44787 2.34591 -2.66034
C -3.03301 1.72088 -3.96260
O -2.65473 2.96735 -1.98978
H -4.82238 -0.31934 -3.41564
H -6.59172 -0.33183 -3.52912
H -5.78308 -0.29277 -1.94740
H -5.74620 1.99431 -4.01312
H -6.69159 1.94222 -2.54283
H -2.59556 0.74040 -3.76757
H -2.28181 2.36176 -4.42816
H -3.84359 1.62824 -4.68277
C 7.21278 6.04483 -4.91568
C 6.24271 6.63245 -3.91119
O 4.96156 5.99139 -3.99576
C 4.63294 4.86300 -3.33796
C 5.72741 4.03902 -2.71921
O 3.48449 4.48535 -3.31631
H 7.40340 4.98766 -4.71849
H 8.16536 6.57904 -4.88918
H 6.80109 6.10908 -5.92610
H 6.62939 6.60773 -2.88981
H 6.07306 7.68517 -4.15052
H 6.07297 3.29818 -3.44201
H 5.31971 3.52464 -1.84636
H 6.56986 4.62730 -2.35994
C -8.38593 -2.48393 0.21982
C -9.56393 -1.76936 -0.41106
O -9.27695 -1.40211 -1.76870
C -9.46560 -2.20691 -2.83184
C -9.69597 -3.67386 -2.59964
O -9.37203 -1.76249 -3.95312
H -8.16284 -3.42157 -0.29364
H -8.58718 -2.70441 1.27075
H -7.48621 -1.86649 0.15565
H -10.48925 -2.34616 -0.34569
H -9.74520 -0.83473 0.12576
H -8.73670 -4.19417 -2.60751
H -10.31783 -4.05724 -3.41077
H -10.22902 -3.89375 -1.67664
C -1.40046 -3.69831 -2.16153
C -2.37765 -3.12732 -1.15439
O -3.65164 -3.78426 -1.24717
C -3.96989 -4.91869 -0.59668
C -2.86868 -5.73279 0.02307
O -5.11492 -5.30958 -0.58205
H -1.19875 -4.75468 -1.97074
H -0.45375 -3.15402 -2.13066
H -1.81190 -3.63240 -3.17212
H -1.99662 -3.15054 -0.13095
H -2.55587 -2.07503 -1.38975
H -2.51170 -6.46589 -0.70204
H -3.27415 -6.25612 0.89109
H -2.03459 -5.13659 0.38851
C 7.02317 -1.67508 2.78877
C 7.18003 -2.92520 1.94808
O 8.55402 -3.33913 1.88747
C 9.14788 -4.13140 2.79939
C 8.46070 -4.36242 4.11634
O 10.24973 -4.58272 2.58663
H 7.31953 -1.84860 3.82536
H 5.98660 -1.33122 2.77877
H 7.66324 -0.87527 2.40642
H 6.53720 -3.74150 2.28589
H 6.88275 -2.70491 0.91955
H 8.78832 -3.60538 4.83055
H 8.74601 -5.34959 4.48495
H 7.37435 -4.36373 4.05031
```